[1]
Molecular formula: C5H13N
Method: DFT, ωB97M-V with the def2-TZVPD basis set

- SMILES: C=CC.CNC
- HOMO: -8.78 eV
- E_LUMO: 1.1471 eV
- Total charge: 0
- Frontier orbital gap: 9.93 eV
- Total energy: -252.95460 a.u.
- 2S+1: 1
- Largest force on an atom: 3.88 eV Å⁻¹

Last column: Löwdin charge in e.
Geometry (Å):
1 C 1.793 -0.653 0.680  -0.10
2 C 1.197 -0.479 2.111  -0.22
3 C 0.399 0.484 2.412  -0.05
4 H 1.587 -1.655 0.177  0.10
5 H 1.349 0.044 -0.028  -0.01
6 H 2.821 -0.341 0.701  0.06
7 H 1.678 -1.135 2.850  0.09
8 H -0.025 0.696 3.376  0.05
9 H 0.128 1.276 1.720  0.06
10 C -0.005 0.297 -1.936  -0.17
11 N -1.293 0.806 -1.542  -0.19
12 C -1.966 -0.088 -0.622  -0.16
13 H 0.013 -0.688 -2.217  0.04
14 H 0.353 0.703 -2.893  0.09
15 H 0.711 0.487 -1.093  0.05
16 H -1.879 0.998 -2.444  0.14
17 H -2.024 -1.088 -0.932  0.05
18 H -3.025 0.170 -0.781  0.07
19 H -1.812 0.166 0.461  0.08


[2]
Molecular formula: C32H27KN6O4P2SSe2
Method: DFT, ωB97M-V with the def2-TZVPD basis set

- HOMO: -2.41 eV
- E_LUMO: 3.8117 eV
- Total charge: -2
- Frontier orbital gap: 6.22 eV
- Total energy: -8348.90738 a.u.
- 2S+1: 1
- Largest force on an atom: 0.57 eV Å⁻¹

Last column: Löwdin charge in e.
Geometry (Å):
1 K -3.970 -1.525 0.214  0.60
2 Se 2.700 2.925 -1.564  0.29
3 P 2.400 0.946 -0.888  0.55
4 C 3.643 -0.190 -1.593  -0.34
5 C 3.821 -1.456 -1.035  -0.09
6 C 4.762 -2.323 -1.569  -0.09
7 C 5.526 -1.938 -2.663  -0.11
8 C 5.347 -0.682 -3.224  -0.10
9 C 4.406 0.192 -2.688  -0.11
10 C 2.644 0.718 0.902  -0.34
11 C 1.622 0.263 1.723  -0.08
12 C 1.838 0.084 3.086  -0.07
13 C 3.081 0.371 3.626  -0.09
14 C 4.108 0.845 2.811  -0.10
15 C 3.890 1.022 1.455  -0.10
16 C 0.832 0.172 -1.218  -0.47
17 C -0.513 0.572 -1.119  -0.45
18 N -1.247 -0.562 -1.172  -0.03
19 N -0.420 -1.581 -1.310  -0.06
20 N 0.842 -1.173 -1.305  -0.01
21 P -1.423 2.091 -0.825  0.54
22 Se -3.496 1.788 -0.602  0.33
23 C -0.735 2.817 0.699  -0.34
24 C 0.054 3.962 0.746  -0.11
25 C 0.514 4.436 1.969  -0.09
26 C 0.204 3.762 3.141  -0.09
27 C -0.574 2.611 3.095  -0.08
28 C -1.051 2.144 1.880  -0.13
29 C -1.057 3.226 -2.198  -0.36
30 C -0.336 2.821 -3.314  -0.12
31 C -0.142 3.697 -4.374  -0.09
32 C -0.656 4.983 -4.320  -0.10
33 C -1.386 5.391 -3.209  -0.09
34 C -1.599 4.511 -2.159  -0.11
35 H 3.210 -1.761 -0.196  0.10
36 H 4.893 -3.306 -1.134  0.10
37 H 6.260 -2.620 -3.078  0.09
38 H 5.939 -0.376 -4.078  0.09
39 H 4.264 1.182 -3.103  0.04
40 H 0.639 0.046 1.322  0.07
41 H 1.013 -0.281 3.687  0.07
42 H 3.256 0.232 4.686  0.09
43 H 5.078 1.075 3.236  0.09
44 H 4.681 1.400 0.816  0.10
45 H 0.338 4.464 -0.165  0.07
46 H 1.136 5.323 1.997  0.09
47 H 0.579 4.126 4.091  0.09
48 H -0.808 2.062 3.999  0.11
49 H -1.656 1.244 1.852  0.04
50 H 0.080 1.824 -3.347  0.09
51 H 0.426 3.374 -5.238  0.10
52 H -0.496 5.668 -5.144  0.09
53 H -1.802 6.391 -3.168  0.09
54 H -2.199 4.806 -1.307  0.10
55 O -7.929 -0.798 0.844  -0.04
56 N -6.928 -1.261 0.296  -0.64
57 O -6.320 -0.606 -0.584  -0.15
58 O -6.490 -2.399 0.615  -0.14
59 C -4.951 -5.187 1.009  -0.02
60 C -3.572 -4.848 0.499  -0.43
61 O -3.384 -4.373 -0.600  0.05
62 H -5.059 -6.276 1.024  0.08
63 H -5.718 -4.735 0.386  0.06
64 H -5.048 -4.825 2.034  0.09
65 S -1.755 -1.346 2.940  0.46
66 C -1.628 -2.902 2.190  -0.93
67 N -0.503 -3.076 1.384  0.00
68 C -0.253 -4.269 0.743  -0.14
69 C -1.111 -5.278 0.822  -0.07
70 C -2.426 -5.053 1.503  -0.31
71 N -2.506 -3.849 2.346  0.04
72 H 0.046 -2.262 1.180  0.07
73 H 0.677 -4.319 0.193  0.11
74 H -0.900 -6.217 0.327  0.09
75 H -2.700 -5.916 2.123  0.12


[3]
Molecular formula: C29H24N5O4Sc
Method: DFT, ωB97M-V with the def2-TZVPD basis set

- HOMO: -7.81 eV
- E_LUMO: -0.6211 eV
- Total charge: 0
- Frontier orbital gap: 7.19 eV
- Total energy: -2455.16076 a.u.
- 2S+1: 1
- Largest force on an atom: 0.66 eV Å⁻¹

Last column: Löwdin charge in e.
Geometry (Å):
1 Sc 0.564 0.303 -0.395  1.06
2 C -2.277 3.877 -0.076  -0.01
3 C -1.093 3.014 -0.349  -0.24
4 N -0.790 1.965 0.316  -0.02
5 N -1.625 1.531 1.325  0.10
6 C -1.104 0.445 1.855  -0.42
7 O 0.052 -0.045 1.546  -0.11
8 C -1.928 -0.313 2.831  -0.15
9 C -3.195 0.136 3.201  -0.03
10 C -3.973 -0.618 4.060  -0.08
11 C -3.495 -1.828 4.549  -0.09
12 C -2.237 -2.277 4.182  -0.07
13 C -1.452 -1.520 3.325  -0.01
14 C -0.155 3.286 -1.479  -0.19
15 C -0.069 4.522 -2.105  0.00
16 C 0.891 4.709 -3.089  -0.04
17 C 1.739 3.667 -3.415  -0.03
18 C 1.583 2.459 -2.751  -0.09
19 N 0.648 2.264 -1.828  0.06
20 H -2.602 3.744 0.952  0.08
21 H -3.100 3.580 -0.730  0.10
22 H -2.072 4.929 -0.261  0.07
23 H -3.557 1.072 2.800  0.11
24 H -4.955 -0.266 4.345  0.10
25 H -4.109 -2.422 5.214  0.10
26 H -1.865 -3.221 4.556  0.10
27 H -0.474 -1.864 3.019  0.12
28 H -0.724 5.330 -1.819  0.11
29 H 0.980 5.666 -3.585  0.11
30 H 2.511 3.773 -4.163  0.11
31 H 2.228 1.615 -2.960  0.12
32 C 4.381 2.454 0.542  -0.06
33 O 4.958 1.919 -0.648  -0.09
34 C 4.847 0.569 -0.860  -0.23
35 C 5.994 -0.119 -1.215  0.00
36 C 5.962 -1.478 -1.510  -0.09
37 C 4.762 -2.154 -1.446  -0.05
38 C 3.583 -1.483 -1.104  -0.13
39 C 2.346 -2.253 -1.099  -0.04
40 N 1.180 -1.748 -0.935  -0.06
41 N 0.109 -2.653 -0.891  0.09
42 C -1.001 -1.978 -0.910  -0.44
43 O -1.082 -0.686 -1.062  -0.14
44 C -2.273 -2.704 -0.654  -0.14
45 C -2.340 -4.092 -0.700  -0.03
46 C -3.527 -4.737 -0.396  -0.08
47 C -4.649 -4.004 -0.033  -0.09
48 C -4.585 -2.619 0.016  -0.08
49 C -3.401 -1.969 -0.299  -0.02
50 C 3.612 -0.104 -0.804  -0.25
51 O 2.504 0.551 -0.509  -0.17
52 H 4.959 3.345 0.781  0.09
53 H 4.457 1.740 1.365  0.10
54 H 3.333 2.712 0.392  0.07
55 H 6.920 0.440 -1.253  0.12
56 H 6.870 -1.996 -1.780  0.10
57 H 4.714 -3.213 -1.669  0.11
58 H 2.419 -3.331 -1.246  0.13
59 H -1.457 -4.657 -0.967  0.11
60 H -3.578 -5.817 -0.437  0.10
61 H -5.571 -4.514 0.214  0.10
62 H -5.454 -2.042 0.304  0.10
63 H -3.335 -0.892 -0.259  0.11


[4]
Molecular formula: C2H7N3
Method: DFT, ωB97M-V with the def2-TZVPD basis set

- SMILES: [H]/N=C\N.C=N
- HOMO: -9.33 eV
- E_LUMO: 1.0201 eV
- Total charge: 0
- Frontier orbital gap: 10.35 eV
- Total energy: -244.61504 a.u.
- 2S+1: 1
- Largest force on an atom: 3.20 eV Å⁻¹

Last column: Löwdin charge in e.
Geometry (Å):
1 C 0.615 -1.416 1.849  -0.17
2 N 1.490 -0.556 1.520  0.02
3 H -0.003 -1.098 2.685  0.05
4 H 0.444 -2.388 1.387  0.06
5 H 1.993 -0.888 0.694  0.03
6 N -1.808 0.810 -1.346  0.06
7 C -0.597 0.574 -0.683  -0.39
8 N 0.560 0.632 -1.147  0.07
9 H -1.799 0.914 -2.342  0.07
10 H -2.738 0.809 -0.997  0.07
11 H -0.918 0.225 0.301  0.09
12 H 0.724 1.148 -2.004  0.04


[5]
Molecular formula: C4H8ClF
Method: DFT, ωB97M-V with the def2-TZVPD basis set

- SMILES: CC[C@@H](F)CCl
- HOMO: -10.75 eV
- E_LUMO: 0.9524 eV
- Total charge: 0
- Frontier orbital gap: 11.70 eV
- Total energy: -717.21145 a.u.
- 2S+1: 1
- Largest force on an atom: 3.35 eV Å⁻¹

Last column: Löwdin charge in e.
Geometry (Å):
1 C 0.340 1.770 -0.065  -0.10
2 C 0.801 0.303 0.026  -0.22
3 C 0.079 -0.954 -0.379  -0.47
4 C -1.151 -1.257 0.409  -0.46
5 H 0.210 2.160 -1.086  0.07
6 H 1.125 2.473 0.104  0.05
7 H -0.504 1.977 0.691  0.10
8 H 1.291 0.092 1.047  0.14
9 H 1.596 -0.014 -0.614  0.10
10 H 0.001 -0.760 -1.384  0.11
11 H -1.277 -2.305 0.292  0.07
12 H -0.973 -1.256 1.478  0.09
13 F 1.001 -2.007 -0.270  -0.02
14 Cl -2.538 -0.222 -0.250  0.54


[6]
Molecular formula: H14IO7
Method: DFT, ωB97M-V with the def2-TZVPD basis set

- HOMO: -5.54 eV
- E_LUMO: 2.8668 eV
- Total charge: -1
- Frontier orbital gap: 8.41 eV
- Total energy: -832.89511 a.u.
- 2S+1: 1
- Largest force on an atom: 0.38 eV Å⁻¹

Last column: Löwdin charge in e.
Geometry (Å):
1 I 16.956 -13.731 19.659  0.26
2 O 17.155 -11.048 22.285  -0.10
3 H 17.876 -10.811 22.876  0.02
4 H 17.529 -11.717 21.687  -0.08
5 O 20.136 -12.846 21.302  -0.11
6 H 19.942 -12.324 22.085  0.01
7 H 19.262 -13.082 20.936  -0.12
8 O 15.959 -17.209 18.354  -0.08
9 H 15.012 -17.162 18.205  0.03
10 H 16.280 -16.314 18.163  -0.04
11 O 17.611 -17.056 21.046  -0.12
12 H 17.267 -17.702 20.420  0.01
13 H 17.771 -16.272 20.500  -0.09
14 O 14.271 -15.760 21.288  -0.11
15 H 14.871 -15.000 21.327  -0.05
16 H 13.810 -15.644 20.454  0.01
17 O 17.033 -10.753 17.548  -0.12
18 H 16.955 -10.224 18.347  0.02
19 H 17.325 -11.620 17.872  -0.09
20 O 16.771 -14.579 16.202  -0.12
21 H 15.894 -14.235 16.005  0.03
22 H 16.917 -14.339 17.135  -0.15


> What is the total charge in the second record?

-2